# 1
Computed, not measured: a 2-piece molecular cluster, ClHO4 overall, with the ωB97M-V functional and the def2-TZVPD basis.

Last column: natural (NBO) charge in e.
Cartesian coordinates (Å):
O 2.7743 0.2719 1.1595  -0.694
O 2.0190 1.1797 -0.8230  -0.675
O 2.7511 -1.1821 -0.6396  -0.652
O 0.1575 -0.4774 0.6724  -0.773
Cl 2.2448 0.0004 -0.1062  2.364
H -0.3752 0.0763 0.2498  0.430

frontier orbital gap (spin up / spin down): 8.74 / 8.75 eV
LUMO energy (spin up / spin down): -3.03 / -3.04 eV
highest occupied orbital energy (spin up / spin down): -11.77 / -11.79 eV


# 2
Computed, not measured: C15H14FeN5O as an isolated structure, with the ωB97M-V functional and the def2-TZVPD basis.

Last column: Löwdin spin population.
Cartesian coordinates (Å):
Fe 0.2911 -0.6708 0.4734  3.948
O -3.3026 0.6173 1.7519  0.149
C -2.1290 0.3848 1.6766  0.029
N -1.6042 -0.6954 0.9264  0.510
C -2.4707 -1.6034 0.2282  0.062
C -1.7960 -2.0027 -1.0786  0.019
C -2.4772 -2.6115 -2.1098  0.003
C -1.7756 -2.9717 -3.2524  0.005
C -0.4146 -2.7014 -3.3318  0.002
C 0.1982 -2.0749 -2.2696  0.012
N -0.4766 -1.7296 -1.1577  0.064
C -1.0373 1.1819 2.3277  0.005
C -1.3069 2.1537 3.2610  -0.003
C -0.2355 2.8465 3.8200  0.003
C 1.0503 2.5473 3.4022  0.001
C 1.2351 1.5647 2.4417  0.009
N 0.2133 0.8848 1.9151  0.064
H -3.4837 -1.2225 0.1005  0.005
H -2.5386 -2.5083 0.8521  0.028
H -3.5380 -2.8040 -2.0225  0.000
H -2.2855 -3.4555 -4.0748  0.000
H 0.1624 -2.9652 -4.2062  0.000
H 1.2520 -1.8293 -2.2922  0.001
H -2.3312 2.3555 3.5428  0.000
H -0.4059 3.6086 4.5683  0.000
H 1.9090 3.0617 3.8094  0.000
H 2.2258 1.3160 2.0825  0.001
N 2.8496 1.7847 -1.8448  0.006
C 3.7742 0.9253 -1.3028  0.002
C 3.0634 0.0543 -0.5454  0.008
N 1.7113 0.3822 -0.6224  0.053
C 1.6328 1.4359 -1.4191  0.010
H 3.0460 2.5541 -2.4684  0.000
H 4.8269 1.0104 -1.5077  0.000
H 3.4369 -0.7759 0.0311  0.000
H 0.7307 1.9523 -1.7047  0.000

frontier orbital gap (spin up / spin down): 9.46 / 6.86 eV
LUMO energy (spin up / spin down): -6.78 / -9.38 eV
spin multiplicity: 6
<S²>: 8.773
total charge: +2
highest occupied orbital energy (spin up / spin down): -16.23 / -16.24 eV


Calculated values (hartree) of total energy for the records, taken in order: -761.36326, -2192.20655.